Below is a structure of composition C11H78NO27, with properties calculated with wB97M-V/def2-TZVPD.

Computed properties:
Relative energy (zero: lowest compared OMol25 entry of this formula, charge and spin) = 29.9 kcal per mole
Gap between HOMO and LUMO = 8.82 eV
Spin multiplicity = 1
E_tot = -2551.5437 a.u.
Charge = +1
Lowest unoccupied orbital energy = -3.0 eV

Positions of all 117 atoms, in Å:
C1 -1.782 -1.911 2.243
C2 -1.418 -0.315 2.245
C3 -1.018 0.318 0.835
C4 0.269 -0.164 0.216
N1 0.410 0.073 -1.288
C5 1.758 -0.513 -1.764
C6 2.820 0.540 -1.459
C7 2.055 1.927 -1.835
C8 0.616 1.565 -1.640
C9 -0.738 -0.516 -2.055
C10 -1.018 -1.954 -1.583
C11 -1.735 -2.836 -2.608
H1 -0.993 -2.577 1.832
H2 -2.750 -2.012 1.614
H3 -2.179 -1.913 3.307
H4 -0.551 -0.461 2.832
H5 -2.100 0.259 2.698
H6 -1.182 1.507 1.023
H7 -1.867 0.128 0.147
H8 0.790 -1.278 0.424
H9 0.900 0.575 0.822
H10 1.822 -0.620 -2.892
H11 1.946 -1.583 -1.439
H12 3.835 0.486 -1.979
H13 2.818 0.593 -0.356
H14 2.081 2.109 -2.822
H15 2.288 2.823 -1.337
H16 0.043 1.730 -2.639
H17 0.139 2.221 -1.115
H18 -0.606 -0.639 -3.238
H19 -1.470 0.239 -1.873
H20 -1.588 -1.948 -0.690
H21 -0.072 -2.579 -1.203
H22 -2.539 -2.274 -3.146
H23 -2.165 -3.644 -2.244
H24 -1.026 -3.471 -3.346
O1 0.476 3.014 2.093
H25 0.999 2.455 2.684
H26 1.286 3.353 1.909
O2 -2.151 4.291 2.076
H27 -1.289 3.964 1.867
H28 -2.513 3.587 1.439
O3 -3.829 -3.804 5.510
H29 -4.620 -4.031 4.921
H30 -3.063 -3.910 4.887
O4 1.496 -3.658 0.732
H31 2.193 -3.470 0.061
H32 1.888 -4.132 1.448
O5 6.512 -0.123 -1.505
H33 6.961 -0.956 -1.179
H34 7.063 0.500 -1.202
O6 5.434 2.683 -0.895
H35 5.457 3.329 -0.233
H36 6.316 2.490 -1.212
O7 5.401 0.094 -3.867
H37 6.218 -0.139 -4.279
H38 5.669 0.143 -3.009
O8 -4.591 -2.214 -0.986
H39 -4.484 -1.273 -0.710
H40 -5.536 -2.429 -1.282
O9 4.467 -1.244 1.213
H41 4.588 -0.258 1.392
H42 5.142 -1.664 0.499
O10 -4.906 0.534 -0.521
H43 -4.185 1.204 -0.425
H44 -5.372 0.336 0.384
O11 0.383 2.427 -4.970
H45 -0.693 2.212 -4.877
H46 0.802 1.703 -5.616
O12 -1.962 -6.220 -2.783
H47 -2.274 -6.476 -1.886
H48 -2.812 -6.046 -3.202
O13 -3.572 2.769 -0.163
H49 -4.417 3.300 0.110
H50 -3.114 3.146 -0.825
O14 -2.715 4.387 -1.908
H51 -2.869 5.164 -1.325
H52 -1.740 4.299 -2.106
O15 -1.442 -4.541 4.179
H53 -1.290 -5.417 4.508
H54 -0.589 -4.365 3.739
O16 1.676 1.428 3.966
H55 1.728 0.426 3.812
H56 1.779 1.445 4.928
O17 3.619 4.807 -1.826
H57 4.183 4.685 -1.214
H58 3.919 4.105 -2.448
O18 -0.052 -0.730 5.748
H59 0.499 -0.027 6.201
H60 0.351 -1.529 5.709
O19 -2.132 1.083 -5.147
H61 -2.857 1.025 -4.566
H62 -1.659 0.309 -5.201
O20 -3.427 -4.473 0.255
H63 -3.944 -3.550 0.054
H64 -4.038 -4.856 0.849
O21 4.514 3.562 -3.440
H65 5.291 3.915 -3.825
H66 4.740 3.155 -2.689
O22 -0.920 -4.963 1.087
H67 -0.291 -4.406 0.667
H68 -1.768 -4.640 1.139
O23 -2.745 -0.550 5.862
H69 -2.948 -1.482 5.844
H70 -1.750 -0.460 5.762
O24 1.678 4.295 -0.021
H71 1.553 4.910 0.574
H72 2.286 4.739 -0.586
O25 -4.921 -0.281 2.325
H73 -5.140 0.226 3.197
H74 -5.432 -1.002 2.190
O26 0.088 4.659 -2.577
H75 0.793 4.551 -1.841
H76 0.275 4.859 -3.520
O27 2.180 -1.165 3.129
H77 1.670 -1.935 2.909
H78 2.700 -1.014 2.360